Formula: C16H17N3O
Source: the Open Molecules 2025 dataset
Level of theory: the ωB97M-V functional and the def2-TZVPD basis

Summary:
Structure (SMILES): O=C(c1ccc(N2CCNCC2)cc1)c1cccnc1
HOMO-LUMO gap in eV: 8.19
Energy in eV: -23385.455
ΔE to the lowest compared entry with this formula, charge and spin in eV: 1.100
E_HOMO in eV: -7.91

The geometry in XYZ format:
```
37
Properties=species:S:1:pos:R:3:lowdin_charge:R:1
O -3.03642 -2.60849 -0.35853 0.096
C -2.80623 -1.43123 -0.14617 -0.333
C -1.44543 -0.91226 0.04666 -0.167
C -1.10356 0.43065 -0.12991 -0.029
C 0.19210 0.85757 0.03560 -0.009
C 1.22329 -0.02966 0.39455 -0.213
N 2.49520 0.43401 0.62534 -0.096
C 3.07298 1.49584 -0.17232 -0.148
H 2.30683 2.16758 -0.55088 0.104
C 3.85482 0.89425 -1.34811 -0.205
N 4.89510 0.03044 -0.82169 -0.077
H 5.47229 -0.33118 -1.57373 0.110
C 4.32659 -1.05601 -0.04387 -0.207
C 3.54611 -0.43100 1.11692 -0.156
H 3.13861 -1.19086 1.78112 0.113
H 4.23550 0.19471 1.69300 0.126
H 5.13924 -1.67587 0.33968 0.117
H 3.64623 -1.69021 -0.63967 0.117
H 4.32262 1.69201 -1.92826 0.117
H 3.14412 0.35280 -1.99949 0.123
H 3.76198 2.06349 0.46007 0.127
C 0.86864 -1.37899 0.56806 -0.011
C -0.42494 -1.80383 0.38579 -0.005
H -0.67720 -2.84736 0.50372 0.121
H 1.61446 -2.11417 0.82449 0.098
H 0.40413 1.90704 -0.09663 0.101
H -1.85797 1.14692 -0.42210 0.116
C -3.91936 -0.44296 -0.06721 -0.140
C -3.99967 0.51371 0.94150 -0.027
C -5.08840 1.36870 0.96557 -0.053
C -6.05680 1.23204 -0.01864 -0.148
N -5.99417 0.32316 -0.97710 0.066
C -4.96015 -0.49455 -0.99484 -0.079
H -4.94207 -1.22912 -1.78898 0.122
H -6.92804 1.87373 -0.04021 0.103
H -5.18786 2.11903 1.73487 0.101
H -3.23260 0.57009 1.70139 0.123
```